# 1
C40H24Cl5NO7TeZn | the ωB97M-V functional and the def2-TZVPD basis

Summary:
Orbital gap   5.765 eV
E_HOMO   -2.03 eV
Energy relative to the best compared isomer or geometry (same formula, charge and spin)   0.589 eV
LUMO level   3.739 eV
DFT total energy   -6468.58684 Eh
Charge   -2

Last column: Löwdin charge in e.
CARTESIAN COORDINATES (ANGSTROEM)
Zn -1.421 0.930 -1.983  0.73
C 4.259 -0.768 2.277  -0.07
C 3.243 -0.224 1.307  -0.28
C 3.601 0.513 0.198  -0.01
C 2.663 1.060 -0.684  -0.09
C 3.163 1.860 -1.823  -0.31
O 2.623 2.845 -2.278  0.12
C 4.468 1.413 -2.454  -0.15
C 5.370 2.382 -2.879  -0.03
C 6.555 2.015 -3.499  -0.09
C 6.836 0.673 -3.722  -0.11
C 5.927 -0.298 -3.321  -0.09
C 4.753 0.071 -2.680  -0.03
C 1.262 0.862 -0.483  -0.34
O 0.396 1.347 -1.292  -0.12
C 0.913 0.049 0.641  -0.11
C 1.876 -0.449 1.495  -0.01
C -0.516 -0.230 0.972  -0.22
N -1.321 0.633 1.433  0.07
C -0.945 2.013 1.602  -0.29
C -1.995 2.810 2.395  -0.48
Te -3.712 1.725 3.048  1.28
C -2.634 0.325 4.207  -0.56
C -3.309 -0.798 4.687  -0.17
C -2.636 -1.799 5.372  -0.11
C -1.267 -1.702 5.586  -0.12
C -0.588 -0.586 5.121  -0.10
C -1.265 0.420 4.444  -0.14
C -1.048 -1.621 0.834  -0.14
C -0.225 -2.712 0.568  -0.03
C -0.757 -3.993 0.490  -0.09
C -2.119 -4.195 0.655  -0.10
C -2.951 -3.104 0.885  -0.08
C -2.422 -1.829 0.975  -0.02
H 5.274 -0.576 1.924  0.07
H 4.149 -1.848 2.408  0.07
H 4.159 -0.310 3.265  0.07
H 4.654 0.699 0.013  0.12
H 5.120 3.423 -2.725  0.12
H 7.255 2.776 -3.822  0.09
H 7.759 0.384 -4.210  0.09
H 6.134 -1.345 -3.506  0.10
H 4.044 -0.683 -2.359  0.10
H 1.547 -1.041 2.346  0.13
H -0.827 2.464 0.615  0.11
H 0.030 2.092 2.099  0.12
H -2.431 3.607 1.794  0.03
H -1.561 3.270 3.282  0.03
H -4.374 -0.900 4.505  0.08
H -3.181 -2.668 5.721  0.09
H -0.734 -2.497 6.093  0.09
H 0.481 -0.498 5.276  0.10
H -0.710 1.279 4.087  0.08
H 0.834 -2.561 0.404  0.11
H -0.106 -4.833 0.279  0.10
H -2.535 -5.192 0.577  0.09
H -4.020 -3.248 0.980  0.10
H -3.055 -0.966 1.146  0.10
O -4.443 6.175 -2.072  0.08
C -3.927 5.077 -2.094  -0.28
C -3.165 4.476 -3.256  -0.30
O -3.056 4.961 -4.368  0.06
C -2.618 3.215 -2.746  -0.30
C -3.101 2.965 -1.433  -0.30
O -2.794 1.888 -0.812  -0.11
C -3.908 4.079 -0.963  -0.31
O -4.458 4.218 0.125  0.03
O -1.840 2.395 -3.327  -0.04
Cl 1.016 -1.359 -2.820  0.73
C -0.624 -1.945 -2.781  -0.68
C -1.653 -1.045 -2.539  -0.19
C -2.937 -1.582 -2.589  -0.70
Cl -4.295 -0.524 -2.354  0.70
C -3.194 -2.932 -2.819  -0.72
Cl -4.811 -3.548 -2.841  0.64
C -2.128 -3.801 -3.024  -0.72
Cl -2.414 -5.487 -3.282  0.63
C -0.831 -3.304 -3.013  -0.72
Cl 0.498 -4.383 -3.274  0.63

***

# 2
C40H27AsF13N7O2SV | the ωB97M-V functional and the def2-TZVPD basis

Summary:
Orbital gap (alpha / beta)   5.593 / 7.057 eV
E_HOMO (alpha / beta)   -5.14 / -6.22 eV
Energy relative to the best compared isomer or geometry (same formula, charge and spin)   3.150 eV
LUMO level (alpha / beta)   0.454 / 0.836 eV
DFT total energy   -6950.72619 Eh
Charge   -1
Multiplicity   3

Last column: Löwdin spin population.
CARTESIAN COORDINATES (ANGSTROEM)
V -0.549 0.829 -0.059  1.07
C 0.729 -2.455 -2.890  0.00
C 0.085 -1.276 -2.233  0.00
N -0.504 -1.352 -1.095  0.00
N -0.500 -2.598 -0.523  0.00
C -1.387 -2.964 0.452  0.00
N -1.036 -4.132 1.025  0.00
S -2.743 -2.109 0.875  0.00
C 0.146 0.063 -2.874  0.00
C 0.361 0.214 -4.230  0.00
C 0.414 1.489 -4.772  0.00
C 0.286 2.582 -3.943  0.00
C 0.072 2.361 -2.596  0.01
N -0.011 1.137 -2.077  0.01
H 1.502 -2.863 -2.233  0.00
H 1.202 -2.191 -3.828  0.00
H -0.010 -3.242 -3.055  0.00
H 0.387 -3.100 -0.539  0.00
H -0.155 -4.590 0.798  0.00
H -1.634 -4.473 1.754  0.00
H 0.447 -0.653 -4.865  0.00
H 0.535 1.619 -5.839  0.00
H 0.292 3.593 -4.320  0.00
H -0.042 3.185 -1.907  0.00
F -2.846 5.696 0.145  0.00
C -2.320 4.649 0.797  0.00
C -1.820 3.584 0.075  0.01
C -1.252 2.534 0.774  -0.02
C -1.265 2.503 2.177  0.00
C -1.796 3.602 2.841  0.00
F -1.829 3.635 4.194  0.00
C -2.312 4.692 2.179  0.00
C -0.739 1.291 2.808  0.00
C -0.583 1.062 4.166  0.00
C -0.063 -0.150 4.596  0.00
C 0.299 -1.114 3.677  0.00
C 0.129 -0.829 2.338  0.00
N -0.388 0.328 1.918  0.00
H -1.935 3.596 -1.004  0.00
H -2.718 5.532 2.721  0.00
H -0.853 1.827 4.874  0.00
H 0.074 -0.330 5.655  0.00
H 0.737 -2.057 3.975  0.00
H 0.461 -1.521 1.577  0.00
F -2.210 0.724 -0.527  -0.01
As -3.488 2.194 -3.364  0.34
F -2.453 1.504 -4.709  0.15
F -4.522 0.745 -3.395  0.14
F -4.462 2.995 -4.535  0.01
F -4.436 2.895 -2.021  0.14
F -2.363 3.662 -3.292  0.15
O 1.680 -5.157 0.200  0.00
C 2.431 -4.349 0.763  0.00
N 3.538 -4.721 1.496  0.00
C 4.024 -3.590 2.257  0.00
C 3.174 -2.458 1.587  0.00
O 3.346 -1.276 1.846  0.00
N 2.251 -3.001 0.775  0.00
C 3.585 -3.600 3.718  0.00
C 2.592 -4.460 4.174  0.00
C 2.132 -4.379 5.483  0.00
C 2.653 -3.429 6.348  0.00
C 3.640 -2.561 5.894  0.00
C 4.103 -2.647 4.592  0.00
C 5.528 -3.424 2.115  0.00
C 6.352 -4.394 2.684  0.00
C 7.728 -4.320 2.559  0.00
C 8.305 -3.262 1.867  0.00
C 7.493 -2.290 1.305  0.00
C 6.110 -2.367 1.428  0.00
H 3.649 -5.677 1.787  0.00
H 2.155 -5.187 3.501  0.00
H 1.359 -5.056 5.823  0.00
H 2.293 -3.362 7.366  0.00
H 4.048 -1.810 6.559  0.00
H 4.858 -1.958 4.236  0.00
H 5.907 -5.212 3.241  0.00
H 8.353 -5.084 3.006  0.00
H 9.381 -3.198 1.769  0.00
H 7.932 -1.461 0.764  0.00
H 5.486 -1.599 0.996  0.00
F 1.030 4.008 1.052  0.00
C 1.865 3.019 0.685  0.00
C 1.412 1.787 0.234  -0.02
C 2.433 0.917 -0.104  0.00
F 2.103 -0.307 -0.568  0.00
C 3.782 1.188 -0.019  0.00
F 4.698 0.276 -0.362  0.00
C 4.177 2.427 0.441  0.00
F 5.472 2.731 0.550  0.00
C 3.209 3.346 0.792  0.00
F 3.583 4.552 1.239  0.00

***

Which value of energy relative to the best compared isomer or geometry (same formula, charge and spin) does entry 2 give?
3.150 eV